(1)
Computed, not measured: a molecular structure, C33H38CaN4S at a distorted geometry, with wB97M-V/def2-TZVPD.

```
77
Properties=species:S:1:pos:R:3:forces:R:3
Ca -0.02731 -0.29210 -0.61368 1.10 0.99 -0.25
N 3.58697 1.64506 -1.39480 -0.34 -0.82 -0.27
N -1.21069 1.48000 -2.46945 3.94 1.78 -0.02
C -0.86394 -0.45945 1.78070 0.75 0.12 0.21
C -0.32325 0.86537 1.70390 0.53 -0.93 -0.01
C 1.09733 0.75606 1.71199 -0.59 -0.66 0.20
C 2.08107 1.86443 1.65000 0.74 0.12 -0.23
H 1.60691 2.82293 1.87568 0.12 0.03 -0.03
H 2.53070 1.94803 0.62037 -0.34 0.06 1.20
H 2.90387 1.69461 2.34533 0.08 0.05 0.38
C 1.43795 -0.62322 1.79920 -1.25 0.51 -0.11
C 2.80033 -1.18101 1.97562 0.44 -0.31 -0.06
H 3.04679 -1.31140 3.04385 0.00 0.03 -0.13
H 3.56239 -0.52671 1.53471 -0.09 -0.18 0.04
H 2.88206 -2.16819 1.49959 0.12 0.22 0.06
C 0.22747 -1.37511 1.84669 -0.07 0.84 -0.04
C 0.15431 -2.85800 1.98314 0.22 -0.18 -0.18
H 0.65870 -3.33866 1.12872 -0.17 -0.06 0.30
H -0.88464 -3.19567 2.00421 0.04 -0.11 0.02
H 0.64777 -3.18881 2.90705 -0.09 -0.09 -0.04
C -1.12277 2.11891 1.67754 -0.22 0.43 0.08
H -1.32714 2.45941 2.70710 -0.06 0.13 -0.18
H -2.10145 1.97535 1.18946 0.25 0.06 0.07
H -0.59582 2.92421 1.14659 -0.14 -0.19 0.09
C -2.31471 -0.79535 1.83610 -0.36 -0.09 0.08
H -2.51318 -1.79547 1.42189 -0.08 0.22 0.13
H -2.91106 -0.07393 1.25825 -0.01 -0.21 0.10
H -2.69244 -0.77546 2.87303 -0.09 -0.07 -0.19
C 4.56097 1.28198 -2.16730 0.58 -0.66 -0.62
H 5.50671 1.46528 -1.73972 1.45 0.20 0.37
C 4.49008 0.66728 -3.40515 -0.51 0.44 0.21
H 5.37173 0.43159 -3.95096 0.53 -0.32 -0.30
C 3.21276 0.47472 -3.92294 -1.24 -0.10 0.19
H 3.07533 -0.05547 -4.84512 0.08 -0.08 -0.63
C 2.06751 0.88643 -3.27149 -0.04 0.89 2.43
H 1.01894 0.83756 -3.66422 1.26 -0.13 0.41
C 2.28550 1.48930 -1.86708 2.40 -0.43 -3.68
C 1.53752 2.10770 -0.96653 -5.95 3.40 -0.74
H 0.83916 3.03693 -1.40506 1.46 -2.46 1.22
C -1.87978 0.46923 -2.08580 -1.33 -0.66 0.87
C -1.95860 2.54526 -2.91095 -0.05 -2.53 -0.21
H -1.42323 3.35885 -3.26207 0.36 1.71 -0.69
C -3.22238 2.12273 -2.94641 -1.06 -1.32 1.20
H -4.12116 2.61648 -3.23311 -0.29 -0.05 -0.31
N -3.21086 0.80168 -2.32492 -0.84 1.11 -0.59
C -4.20898 0.17408 -1.53724 0.76 1.00 0.24
C -5.12148 1.00944 -0.80452 2.28 -0.99 -1.69
C -6.09135 0.32552 -0.14943 -1.38 -0.33 0.76
H -6.91673 0.89962 0.27505 0.14 -0.16 0.32
C -6.11910 -1.06251 -0.07930 0.51 0.22 -0.42
C -7.26243 -1.74733 0.53581 -1.01 -0.48 0.39
H -6.96787 -2.69496 0.99366 -0.06 0.07 0.05
H -8.02840 -1.97625 -0.21797 0.00 -0.03 0.12
H -7.73422 -1.11516 1.29245 -0.03 -0.13 0.05
C -5.09377 -1.80939 -0.65289 -1.43 -0.93 0.79
H -5.13952 -2.90071 -0.63605 0.03 0.16 0.35
C -4.09169 -1.23398 -1.34308 1.24 2.16 -1.31
C -2.93955 -2.03129 -1.91444 -0.22 -0.57 -0.65
H -2.44008 -1.52940 -2.76738 -0.42 -0.50 0.74
H -3.35376 -2.98113 -2.26400 -0.01 -0.22 -0.01
H -2.16059 -2.30807 -1.17425 -0.43 0.40 -0.28
C -4.92708 2.50288 -0.70794 -0.79 0.14 0.04
H -4.92896 2.98455 -1.68654 -0.02 0.02 0.52
H -4.02132 2.81711 -0.16375 -0.17 -0.40 -0.33
H -5.78429 2.89481 -0.16192 -0.09 0.15 0.20
S 0.95702 -2.68031 -1.58248 -0.94 -0.32 -0.50
C 2.62793 -3.00366 -1.49600 1.47 1.67 0.33
N 3.01758 -4.31420 -1.70344 -1.42 -0.72 -0.08
C 4.30631 -4.74565 -1.54282 1.49 -0.16 -0.14
C 5.30661 -3.82485 -1.31838 -0.51 -0.48 0.18
C 4.95972 -2.48491 -1.09182 1.28 0.23 -0.12
C 3.63638 -2.06792 -1.23845 -2.10 -0.58 -0.31
H 2.28652 -4.97291 -1.95973 0.32 0.44 0.25
H 4.44543 -5.81884 -1.60325 0.19 0.13 -0.15
H 6.34558 -4.14118 -1.31992 -0.14 -0.09 0.28
H 5.71289 -1.76233 -0.79948 0.05 -0.03 -0.21
H 3.34140 -1.01698 -1.18048 0.18 -0.40 0.20
```
Forces are in eV/Å.

LUMO energy (alpha / beta) = 4.25 / 4.25 eV
HOMO (alpha / beta) = 0.0248 / -0.0065 Ha
charge = -2
energy relative to the best compared isomer or geometry (same formula, charge and spin) = 51.5 kcal/mol
frontier orbital gap (alpha / beta) = 3.57 / 4.42 eV
electronic energy = -70067.56145 eV

(2)
Computed, not measured: 2 unconnected molecules or ions with the total composition Cl2H2OP2 at a distorted geometry, with wB97M-V/def2-TZVPD.

```
7
Properties=species:S:1:pos:R:3:forces:R:3
O 0.59654 0.83303 0.38437 -0.36 -0.45 0.77
P -1.79361 -0.05075 -1.39475 0.33 0.04 1.35
P -0.84074 0.47927 0.33323 -0.16 0.74 -1.23
Cl -1.87728 1.11092 1.92232 0.05 -0.24 -0.05
Cl 2.59214 -1.63581 -0.07284 -1.52 1.55 0.97
H 1.71999 -0.67012 0.45658 1.59 -1.46 -1.06
H -0.39706 -0.06654 -1.62891 0.07 -0.19 -0.75
```
Forces are in eV/Å.

LUMO energy = -1.48 eV
HOMO = -0.3589 Ha
charge = 0
energy relative to the best compared isomer or geometry (same formula, charge and spin) = 44.1 kcal/mol
frontier orbital gap = 8.29 eV
electronic energy = -45702.26670 eV

(3)
Computed, not measured: a single C20H21NO5 molecule at a distorted geometry, with wB97M-V/def2-TZVPD.

```
47
Properties=species:S:1:pos:R:3:forces:R:3
C 0.41673 -2.08437 -2.84208 1.33 1.92 -0.28
O 0.43212 -3.13442 -1.92976 0.09 1.14 2.80
C 0.32067 -2.68249 -0.59068 -1.69 -5.09 2.05
C -0.45381 -3.62000 0.14243 2.25 3.49 -2.86
C -0.62239 -3.49020 1.54168 0.50 2.07 1.28
O -1.17112 -4.32895 2.18979 -0.93 -1.35 1.07
C -0.09671 -2.18351 2.23960 -2.58 -1.27 1.57
C 1.22770 -1.80755 1.73145 0.91 0.48 -1.34
C 1.71101 -0.51648 2.45323 0.26 1.56 0.58
C 1.34521 0.82815 2.37240 0.26 -2.54 0.74
C 0.12838 1.38930 1.69149 -2.34 0.05 -1.31
C -1.10577 1.65372 2.43745 -0.14 1.13 -2.46
C -2.29385 2.16142 1.77622 0.76 -0.36 2.92
C -2.28662 2.28638 0.42247 -5.62 1.34 3.27
C -1.25610 1.98986 -0.25249 5.87 -1.95 -3.12
C -0.00621 1.56984 0.27029 -0.24 1.27 0.01
C 1.13040 1.65419 -0.76197 0.64 0.20 0.77
N 2.36386 1.06698 -0.17994 0.40 0.04 -0.90
C 3.03740 -0.14216 -0.56249 -0.86 1.11 -0.27
C 2.47620 -1.34549 -0.42953 -0.76 1.80 0.26
O 3.13123 -2.43901 -0.76312 0.51 -2.26 -0.73
C 1.11133 -1.58167 0.14597 2.12 -3.14 0.42
O -1.51744 2.20320 -1.59928 2.79 -1.09 1.04
C -2.84282 2.49297 -1.69403 -1.20 -0.04 -1.35
C -2.87589 3.66671 -2.63611 -0.84 1.01 1.19
O -3.35969 2.72569 -0.34519 1.18 -0.04 -0.85
H -0.16520 -2.41790 -3.66980 -0.66 0.15 -0.65
H 1.45561 -1.93291 -3.18884 -0.40 0.26 -0.05
H 0.05691 -1.10549 -2.38733 0.15 -1.22 -0.72
H -1.01559 -4.34132 -0.40070 -0.15 -0.65 -0.24
H -0.94310 -1.39932 2.27292 1.48 -0.90 -0.52
H 0.04833 -2.47862 3.30302 -0.40 0.14 -0.52
H 1.90133 -2.73865 1.97521 -0.74 2.04 -0.70
H 2.43391 -0.75052 3.27296 -0.32 0.36 -0.97
H 1.91620 1.52656 3.02644 -0.58 -0.64 -0.39
H -1.14140 1.65516 3.50246 0.24 -0.38 0.60
H -3.20100 2.50198 2.34734 1.16 -0.62 -0.47
H 0.73367 1.24446 -1.71326 0.86 -0.68 0.52
H 1.27979 2.73346 -1.12461 -0.07 -1.12 1.03
H 2.90309 1.58582 0.52333 -0.91 0.01 -0.87
H 4.01842 -0.01078 -1.01807 -0.03 -0.36 0.22
H 2.46262 -3.13651 -0.91523 0.79 0.10 -0.03
H 0.50509 -0.80646 0.00774 -2.13 3.85 -0.27
H -3.40471 1.63859 -2.10666 0.07 -0.02 0.25
H -2.87575 4.52133 -1.94296 0.03 0.22 -0.71
H -2.13337 3.77356 -3.42441 0.55 -0.54 0.60
H -3.77872 3.60544 -3.16733 -1.62 0.48 -0.59
```
Forces are in eV/Å.

LUMO energy = 0.25 eV
HOMO = -0.2914 Ha
charge = 0
energy relative to the best compared isomer or geometry (same formula, charge and spin) = 175.0 kcal/mol
SMILES = COC1=CC(=O)C[C@@H]2/C=C\c3ccc4c(c3CN/C=C(/O)[C@@H]12)O[C@H](C)O4
frontier orbital gap = 8.18 eV
electronic energy = -32802.40347 eV